No. 1
Formula: C6H13NO3
Source: the Open Molecules 2025 dataset
Level of theory: wB97M-V/def2-TZVPD

Properties
frontier orbital gap (alpha / beta) = 9.1 / 5.6 eV
spin multiplicity = 2
total charge = +1
HOMO level (alpha / beta) = -0.51420 / -0.51332 Eh
lowest unoccupied orbital energy (alpha / beta) = -4.93 / -8.35 eV

Each line ends with the Löwdin spin population.
Geometry (Å):
1 O -2.419 0.504 -2.736  0.01
2 C -1.440 1.210 -2.702  0.00
3 C -0.926 1.790 -1.433  0.01
4 C 0.480 1.204 -1.131  0.01
5 C 0.304 -0.150 -0.471  0.15
6 C 0.877 -1.274 -1.015  0.45
7 C -1.425 -0.248 1.171  0.02
8 N -0.225 -0.257 0.785  0.28
9 H -0.932 1.446 -3.646  0.00
10 H -1.608 1.615 -0.598  0.00
11 H -0.814 2.882 -1.510  0.00
12 H 0.988 1.840 -0.392  0.00
13 H 1.101 1.090 -2.018  0.00
14 H 1.383 -1.178 -1.970  0.02
15 H 0.820 -2.264 -0.583  0.02
16 H -2.283 -0.424 0.520  0.01
17 H -1.627 -0.193 2.238  0.01
18 H 0.714 -2.105 3.429  0.00
19 H 0.265 -2.068 1.939  0.00
20 O 0.296 -2.653 2.729  0.00
21 H 1.639 0.092 1.974  0.00
22 H 2.785 -0.735 2.614  0.00
23 O 2.045 -0.123 2.804  0.01

***

No. 2
Formula: C24H38N4O5S2
Source: the Open Molecules 2025 dataset
Level of theory: wB97M-V/def2-TZVPD

Properties
frontier orbital gap = 8.6 eV
structure (SMILES) = CCCCN(CCCC)CCNC(=O)CN1C(=O)CSc2ccc(S(=O)(=O)N3CCOCC3)cc21
HOMO level = -0.30476 Eh
lowest unoccupied orbital energy = 0.26 eV

Each line ends with the Mulliken charge.
Geometry (Å):
1 C 1.610 1.602 5.457  -1.46
2 C 0.864 1.307 4.162  -0.16
3 C 1.455 0.110 3.422  -1.03
4 C 0.680 -0.150 2.123  -0.30
5 N 1.244 -1.135 1.211  1.41
6 C 2.464 -0.680 0.563  -1.64
7 C 2.561 -1.193 -0.877  0.72
8 C 3.648 -0.462 -1.662  -0.62
9 C 3.689 -0.892 -3.124  -1.12
10 C 1.352 -2.478 1.747  -0.82
11 C -0.026 -3.116 1.980  -1.11
12 N -0.799 -3.140 0.762  0.07
13 C -1.691 -2.191 0.451  0.53
14 O -2.116 -1.348 1.217  -0.67
15 C -2.184 -2.275 -1.001  -1.32
16 N -1.121 -2.158 -1.986  0.52
17 C -0.555 -3.303 -2.451  0.69
18 O -0.833 -4.392 -1.984  -0.70
19 C 0.450 -3.142 -3.564  -0.11
20 S -0.174 -1.997 -4.831  -0.17
21 C -0.360 -0.631 -3.733  0.83
22 C -0.100 0.662 -4.167  -0.66
23 C -0.172 1.717 -3.277  -0.38
24 C -0.466 1.463 -1.950  -0.13
25 S -0.449 2.836 -0.786  1.31
26 O -0.238 4.030 -1.549  -0.78
27 O 0.462 2.529 0.276  -0.68
28 N -1.962 2.937 -0.133  0.03
29 C -3.040 3.242 -1.041  -0.35
30 C -4.177 3.876 -0.232  -0.78
31 O -4.580 3.033 0.820  -0.41
32 C -3.510 2.761 1.699  -0.92
33 C -2.355 2.078 0.962  0.60
34 C -0.753 0.189 -1.506  0.40
35 C -0.737 -0.875 -2.405  -1.36
36 H 2.656 1.822 5.253  0.33
37 H 1.566 0.747 6.129  0.34
38 H 1.173 2.459 5.964  0.42
39 H 0.904 2.180 3.508  0.25
40 H -0.187 1.106 4.384  0.32
41 H 2.502 0.314 3.187  0.39
42 H 1.418 -0.768 4.073  0.30
43 H -0.341 -0.454 2.365  0.77
44 H 0.621 0.787 1.566  -0.75
45 H 2.428 0.410 0.525  0.51
46 H 3.368 -0.973 1.121  0.23
47 H 1.596 -1.022 -1.354  -0.55
48 H 2.764 -2.268 -0.888  0.47
49 H 3.458 0.612 -1.610  0.33
50 H 4.618 -0.653 -1.199  0.38
51 H 4.486 -0.373 -3.651  0.44
52 H 3.870 -1.963 -3.207  0.29
53 H 2.748 -0.655 -3.618  0.15
54 H 1.919 -2.520 2.692  0.34
55 H 1.887 -3.085 1.013  0.47
56 H -0.594 -2.548 2.717  0.38
57 H 0.105 -4.139 2.341  0.46
58 H -0.531 -3.804 0.049  0.26
59 H -2.915 -1.483 -1.171  0.40
60 H -2.657 -3.251 -1.152  0.54
61 H 0.620 -4.106 -4.040  0.43
62 H 1.394 -2.747 -3.182  -0.24
63 H 0.165 0.821 -5.200  0.47
64 H 0.028 2.731 -3.580  0.63
65 H -2.655 3.938 -1.786  0.50
66 H -3.406 2.330 -1.539  0.21
67 H -5.058 4.030 -0.857  0.36
68 H -3.833 4.840 0.169  0.36
69 H -3.910 2.104 2.472  0.37
70 H -3.153 3.697 2.152  0.43
71 H -1.493 1.955 1.615  -0.23
72 H -2.691 1.094 0.609  0.07
73 H -0.950 0.019 -0.461  -0.26

***

No. 3
Formula: C2H4FNOS
Source: the Open Molecules 2025 dataset
Level of theory: wB97M-V/def2-TZVPD

Properties
frontier orbital gap = 10.5 eV
structure (SMILES) = O=C(CF)NS
HOMO level = -0.36166 Eh
lowest unoccupied orbital energy = 0.71 eV

Each line ends with the Mulliken charge.
Geometry (Å):
1 O -1.969 -1.195 -0.133  -0.54
2 C -1.013 -0.494 0.087  0.60
3 C -1.043 0.997 0.409  -0.32
4 F -0.276 1.776 -0.390  -0.24
5 N 0.311 -1.043 -0.068  -0.32
6 S 1.816 -0.209 0.124  -0.14
7 H -0.657 1.037 1.443  0.27
8 H -2.064 1.305 0.318  0.26
9 H 0.321 -1.782 -0.765  0.28
10 H 1.737 0.643 -0.904  0.15

***

No. 4
Formula: C15H20N2O5
Source: the Open Molecules 2025 dataset
Level of theory: wB97M-V/def2-TZVPD

Properties
frontier orbital gap = 7.7 eV
structure (SMILES) = CCOC(=O)N1CCN(CC(=O)c2ccc(O)cc2O)CC1
HOMO level = -0.30487 Eh
lowest unoccupied orbital energy = -0.58 eV

Each line ends with the Mulliken charge.
Geometry (Å):
1 C 5.869 0.988 -1.794  -1.15
2 C 5.575 0.993 -0.320  -0.31
3 O 4.323 1.027 -0.198  -0.36
4 C 3.700 0.036 -0.004  0.80
5 O 4.205 -0.922 -0.210  -0.58
6 N 2.416 0.030 0.379  0.18
7 C 1.868 1.381 0.552  -0.46
8 C 0.506 1.293 1.417  -1.63
9 N -0.376 0.414 0.506  0.02
10 C -1.395 1.234 -0.625  -1.00
11 C -2.447 0.432 -0.991  1.38
12 O -2.478 0.322 -2.369  -0.95
13 C -3.287 -0.210 -0.251  0.31
14 C -3.313 -0.264 1.012  0.12
15 C -4.097 -0.988 1.887  -1.45
16 C -5.187 -1.971 1.391  0.55
17 O -5.877 -2.840 2.182  -0.48
18 C -5.198 -1.776 0.002  -0.83
19 C -4.277 -1.211 -0.904  0.08
20 O -4.394 -1.058 -2.060  -0.37
21 C 0.166 -0.638 -0.194  -0.28
22 C 1.499 -1.076 0.334  -1.38
23 H 5.603 0.073 -2.048  0.42
24 H 5.354 1.919 -2.348  0.23
25 H 7.100 1.143 -1.912  0.28
26 H 6.012 0.065 0.268  0.31
27 H 6.123 1.910 0.042  0.29
28 H 2.417 2.072 1.135  0.56
29 H 1.715 1.968 -0.368  0.20
30 H 0.001 2.141 1.351  0.67
31 H 0.518 1.084 2.301  0.68
32 H -1.829 2.184 0.172  0.32
33 H -0.868 1.866 -1.245  0.56
34 H -2.485 0.141 1.768  -0.04
35 H -4.082 -1.039 2.816  0.73
36 H -6.657 -3.086 1.583  0.33
37 H -5.934 -2.306 -0.475  0.36
38 H -3.797 -0.598 -2.479  0.41
39 H 0.409 -0.217 -1.380  0.28
40 H -0.552 -1.442 -0.127  0.37
41 H 1.216 -1.297 1.471  0.21
42 H 1.937 -1.774 -0.266  0.63

***

Copy entry 1 word for word.
Formula: C6H13NO3
Source: the Open Molecules 2025 dataset
Level of theory: wB97M-V/def2-TZVPD

Properties
frontier orbital gap (alpha / beta) = 9.1 / 5.6 eV
spin multiplicity = 2
total charge = +1
HOMO level (alpha / beta) = -0.51420 / -0.51332 Eh
lowest unoccupied orbital energy (alpha / beta) = -4.93 / -8.35 eV

Each line ends with the Löwdin spin population.
Geometry (Å):
1 O -2.419 0.504 -2.736  0.01
2 C -1.440 1.210 -2.702  0.00
3 C -0.926 1.790 -1.433  0.01
4 C 0.480 1.204 -1.131  0.01
5 C 0.304 -0.150 -0.471  0.15
6 C 0.877 -1.274 -1.015  0.45
7 C -1.425 -0.248 1.171  0.02
8 N -0.225 -0.257 0.785  0.28
9 H -0.932 1.446 -3.646  0.00
10 H -1.608 1.615 -0.598  0.00
11 H -0.814 2.882 -1.510  0.00
12 H 0.988 1.840 -0.392  0.00
13 H 1.101 1.090 -2.018  0.00
14 H 1.383 -1.178 -1.970  0.02
15 H 0.820 -2.264 -0.583  0.02
16 H -2.283 -0.424 0.520  0.01
17 H -1.627 -0.193 2.238  0.01
18 H 0.714 -2.105 3.429  0.00
19 H 0.265 -2.068 1.939  0.00
20 O 0.296 -2.653 2.729  0.00
21 H 1.639 0.092 1.974  0.00
22 H 2.785 -0.735 2.614  0.00
23 O 2.045 -0.123 2.804  0.01